[1]
The following is a DFT calculation (the ωB97M-V functional and the def2-TZVPD basis) of C6H9NO in the gas phase.

Last column: Mulliken charge in e.
Atoms and positions in Å:
C1 -2.23872 -0.34889 -0.00089  -1.250
C2 -0.78367 0.15696 0.08128  0.897
C3 0.04183 1.36806 0.79954  -0.832
C4 1.05298 1.05786 -0.33021  -0.109
O1 -0.19735 0.61957 -1.12087  -0.523
C5 1.41998 -0.45026 0.36479  -0.052
N1 1.07916 -1.49399 -0.39088  -0.783
C6 0.13316 -0.92492 0.59362  -0.421
H1 -3.03196 0.39548 -0.25914  0.313
H2 -2.45423 -1.13532 0.92898  0.259
H3 -2.36018 -1.23771 -0.78291  0.310
H4 0.22112 1.32198 1.78523  0.402
H5 -0.62960 2.10430 0.43595  0.373
H6 2.04038 1.59150 -0.77661  0.306
H7 2.16065 -0.25296 1.20690  0.336
H8 0.74625 -1.14752 -1.36326  0.367
H9 -0.42109 -1.29126 1.47926  0.409

Values from the calculation:
* LUMO level: 0.95 eV
* energy above the lowest of the compared OMol25 structures with the same formula, charge and spin: 139.0 kcal per mole
* maximum force: 0.14995 hartree/bohr
* total energy: -9899.575 eV
* spin multiplicity: 1
* SMILES string: C[C@]12C[C@H](O1)[C@@H]1N[C@@H]12

[2]
The following is a DFT calculation (the ωB97M-V functional and the def2-TZVPD basis) of C6H9NO in the gas phase.

Last column: Mulliken charge in e.
Atoms and positions in Å:
C1 -0.74246 1.85417 1.43326  -0.983
C2 -0.19135 0.84068 0.69101  0.176
N1 1.06949 0.70869 -0.06171  -0.475
C3 1.11191 0.97014 -1.48750  -0.427
C4 -0.35080 0.33273 -1.64082  -0.757
C5 -0.07246 -0.32331 -0.28478  1.004
O1 -0.04025 -1.65369 -0.11411  -0.386
C6 -0.08031 -2.32485 1.09847  -0.643
H1 -1.60004 1.61020 2.01886  0.233
H2 -0.26838 2.76312 1.56619  0.336
H3 1.77168 0.12511 -1.83761  0.224
H4 1.48884 1.93280 -1.83533  0.313
H5 -1.14596 1.08550 -1.60530  0.257
H6 -0.48449 -0.45689 -2.34477  0.350
H7 -0.42203 -3.29598 0.92435  0.270
H8 -0.88794 -1.74205 1.74291  0.259
H9 0.84454 -2.42636 1.73688  0.248

Values from the calculation:
* LUMO level: 1.02 eV
* energy above the lowest of the compared OMol25 structures with the same formula, charge and spin: 117.3 kcal per mole
* maximum force: 0.08925 hartree/bohr
* total energy: -9900.519 eV
* spin multiplicity: 1
* SMILES string: C=C1N2CC[C@]12OC

[3]
The following is a DFT calculation (the ωB97M-V functional and the def2-TZVPD basis) of C6H9NO in the gas phase.

Last column: Mulliken charge in e.
Atoms and positions in Å:
C1 -2.02721 0.23242 1.95073  0.086
C2 -1.20098 0.13214 1.08383  -1.248
C3 -0.12353 -0.21848 0.03411  2.149
C4 1.14006 -0.64455 0.77722  -1.900
C5 -0.57218 -1.27866 -0.95876  -1.552
C6 -0.06811 1.16147 -0.65589  0.111
N1 1.18841 1.59819 -1.02129  -0.379
O1 -1.04235 1.74483 -1.14901  -0.622
H1 -2.79166 0.30758 2.68996  0.472
H2 0.95648 -1.54102 1.38223  0.407
H3 1.95218 -0.85735 0.07214  0.426
H4 1.49242 0.13595 1.46031  0.446
H5 -0.88677 -2.18847 -0.43253  0.387
H6 0.22961 -1.53319 -1.66045  0.359
H7 -1.43498 -0.94803 -1.55093  0.385
H8 1.18512 2.44440 -1.57886  0.268
H9 2.00349 1.45278 -0.44281  0.205

Values from the calculation:
* LUMO level: 0.77 eV
* energy above the lowest of the compared OMol25 structures with the same formula, charge and spin: 38.9 kcal per mole
* maximum force: 0.06114 hartree/bohr
* total energy: -9903.919 eV
* spin multiplicity: 1
* SMILES string: C#CC(C)(C)C(N)=O

[4]
The following is a DFT calculation (the ωB97M-V functional and the def2-TZVPD basis) of 2 unconnected molecules or ions with the total composition C6H9NO2.

Last column: Mulliken charge in e.
Atoms and positions in Å:
C1 -1.28804 -3.45296 1.05405  0.105
C2 -1.67187 -2.35409 0.72233  -0.565
C3 -1.94840 -1.02162 0.17514  -0.393
O1 -0.88386 -0.15774 0.50075  -0.250
C4 -0.83359 1.02517 -0.27141  -0.634
C5 0.63944 1.40674 -0.18811  -0.085
C6 1.12389 2.53714 -0.98580  0.114
N1 1.90506 2.93427 -1.77949  -0.488
H1 -1.10035 -4.50185 1.20757  0.420
H2 -2.09317 -1.11094 -0.91617  0.289
H3 -2.87847 -0.61164 0.60597  0.274
H4 -1.10931 0.87206 -1.32761  0.398
H5 -1.47449 1.78950 0.19610  0.342
H6 0.89002 1.62372 0.86178  0.367
H7 1.15969 0.53673 -0.62532  0.079
O2 3.41840 0.28823 0.49417  -0.672
H8 2.59413 -0.06060 0.86802  0.352
H9 3.55091 0.25789 -0.59195  0.347

Values from the calculation:
* LUMO level: 0.38 eV
* energy above the lowest of the compared OMol25 structures with the same formula, charge and spin: 101.4 kcal per mole
* maximum force: 0.09383 hartree/bohr
* total energy: -11948.920 eV
* spin multiplicity: 1
* SMILES string: C#CCOCCC#N.O